Entry from the Open Molecules 2025 dataset: C26H42N6SiY as an isolated structure (the ωB97M-V functional and the def2-TZVPD basis).

Last column: Löwdin charge in e.
Positions of all 76 atoms, in Å:
Y: -0.475 -0.261 -0.152  1.5057
Si: 0.411 -2.965 -0.943  0.3990
N: 1.570 -0.030 0.955  -0.0872
N: 0.105 2.122 -0.932  -0.2692
N: -2.146 1.177 0.217  -0.1201
N: -2.908 -1.208 -0.616  -0.2772
N: 3.022 -0.241 -0.803  0.0505
N: 3.891 0.090 1.331  -0.0173
C: 2.403 0.834 3.114  -0.1483
C: -1.926 5.272 -0.688  -0.0818
C: -3.601 -0.666 0.540  -0.2142
C: -4.601 -1.349 1.225  -0.0189
C: -2.140 2.540 -0.059  -0.2432
C: 3.733 0.197 2.781  -0.1319
C: 2.815 -0.077 0.533  -0.4002
C: 0.021 1.774 -2.363  -0.0749
C: -3.188 0.597 0.961  -0.2703
C: -5.173 -0.782 2.354  -0.0737
C: 5.358 0.334 -0.610  -0.1464
C: -0.853 4.420 -0.894  -0.0333
C: 2.283 -3.244 -1.141  -0.2774
C: -3.124 4.745 -0.224  -0.0725
C: -0.240 -3.886 -2.474  -0.2653
C: -3.376 -0.582 -1.871  -0.0551
C: -4.734 0.457 2.802  -0.0719
C: 0.014 -4.072 0.550  -0.2576
C: -0.966 3.069 -0.597  -0.2121
C: -3.742 1.142 2.121  -0.0311
C: 5.261 -0.085 0.841  -0.1291
C: 1.315 0.057 2.398  -0.2243
C: -3.238 3.399 0.075  -0.0218
C: 4.341 -0.467 -1.392  -0.1681
C: -3.083 -2.656 -0.736  -0.1049
C: 1.431 2.693 -0.633  -0.0718
H: 0.469 -4.670 -2.755  0.0271
H: 1.207 -0.943 2.833  0.1210
H: 3.807 -0.798 3.234  0.1380
H: 4.589 -1.533 -1.355  0.1137
H: -2.774 -0.953 -2.703  0.0917
H: 2.196 1.937 -0.776  0.0547
H: 2.463 -4.323 -1.125  0.0354
H: 2.243 0.833 4.191  0.1264
H: 2.649 -2.874 -2.105  0.0248
H: 0.490 -3.702 1.464  0.0116
H: -5.946 -1.315 2.887  0.1075
H: -1.834 6.326 -0.908  0.1048
H: -1.193 -4.387 -2.315  0.0103
H: -0.928 1.261 -2.568  0.0826
H: -3.285 0.500 -1.802  0.0785
H: -3.384 2.095 2.487  0.1182
H: 4.297 -0.168 -2.438  0.1281
H: -2.433 -3.019 -1.520  0.0422
H: 0.859 1.122 -2.633  0.0853
H: -2.829 -3.145 0.200  0.0822
H: 0.355 0.572 2.545  0.1087
H: -4.186 3.004 0.413  0.1101
H: -3.987 5.386 -0.100  0.1095
H: -0.356 -3.226 -3.338  0.0149
H: 0.396 -5.082 0.376  0.0342
H: 5.564 -1.131 0.958  0.1373
H: 5.155 1.403 -0.706  0.1244
H: 2.269 -0.742 -1.261  0.0587
H: 6.363 0.147 -0.988  0.1269
H: -4.422 -0.845 -2.055  0.1054
H: 2.891 -2.801 -0.348  0.0078
H: 1.659 3.530 -1.298  0.0884
H: -4.926 -2.323 0.891  0.1060
H: -5.158 0.888 3.700  0.1093
H: 0.064 4.820 -1.305  0.1072
H: 2.394 1.872 2.774  0.1213
H: 0.053 2.657 -3.008  0.1095
H: 4.568 0.790 3.156  0.1276
H: -1.052 -4.160 0.752  -0.0050
H: 1.440 3.046 0.396  0.1026
H: 5.909 0.515 1.479  0.1266
H: -4.116 -2.914 -0.997  0.1000

Calculated values
HOMO: -9.54 eV
E_LUMO: -2.49 eV
2S+1: 1
Energy relative to the best compared isomer or geometry (same formula, charge and spin): 46.7 kJ/mol
Orbital gap: 7.052 eV
Charge: +1
E: -1672.1668 Ha